# 1
Formula: C19H40OP2Pt
Source: OMol25
Level of theory: wB97M-V/def2-TZVPD

Each line ends with the natural charge from an NBO analysis.
Element x y z (Å)
P: -0.101 -1.893 -2.509  1.60
P: -0.060 1.955 -2.660  1.35
C: -0.567 -0.646 -3.749  -0.77
C: 0.297 0.623 -3.897  -0.75
H: -1.657 -0.455 -3.664  0.26
H: -0.448 -1.202 -4.699  0.28
H: 1.376 0.380 -3.814  0.25
H: 0.032 1.157 -4.830  0.27
C: -1.560 2.703 -3.389  -0.97
H: -1.900 3.489 -2.691  0.28
H: -2.322 1.908 -3.515  0.26
H: -1.154 3.086 -4.350  0.26
C: 1.273 3.174 -2.832  -0.98
H: 0.936 3.769 -3.694  0.27
H: 2.239 2.676 -3.016  0.27
H: 1.325 3.780 -1.915  0.28
C: -1.063 -3.281 -3.128  -0.95
H: -1.064 -4.057 -2.367  0.27
H: -0.558 -3.633 -4.030  0.27
H: -2.068 -2.939 -3.369  0.27
C: 1.606 -2.311 -2.919  -0.97
H: 2.249 -1.439 -3.083  0.27
H: 1.562 -2.897 -3.841  0.28
H: 2.029 -2.941 -2.134  0.28
Pt: 0.705 -1.433 2.158  0.87
C: 0.369 2.406 0.352  -0.19
C: -0.900 1.902 0.411  -0.17
C: -1.579 0.919 -0.503  -0.38
C: -1.777 -0.580 -0.370  -0.38
C: -0.542 -1.429 -0.809  -0.56
C: 0.758 -1.030 -0.149  -0.50
C: 1.360 0.202 -0.665  -0.44
C: 1.565 1.582 0.031  -0.45
C: 0.275 -3.163 2.935  -0.93
H: 0.610 3.240 1.047  0.24
H: -1.352 2.082 1.356  0.25
H: -1.096 1.042 -1.517  0.12
H: -2.601 1.357 -0.554  0.26
H: -2.174 -0.919 0.590  0.27
H: -2.539 -0.818 -1.118  0.21
H: -0.820 -2.467 -0.560  0.26
H: 1.490 -1.869 -0.348  0.20
H: 0.866 0.334 -1.643  0.15
H: 2.389 -0.081 -0.937  0.23
H: 2.010 1.373 1.003  0.25
H: 2.290 2.100 -0.598  0.22
H: 1.066 -3.108 3.740  0.23
H: 0.513 -3.936 2.151  0.22
H: -0.756 -3.203 3.325  0.23
C: -0.740 1.516 5.186  -0.63
C: -0.145 0.230 4.558  0.18
C: 1.347 0.345 4.724  -0.61
C: -0.661 -0.868 5.470  -0.62
O: -0.436 0.033 3.180  -0.44
H: -0.400 1.554 6.225  0.23
H: -1.837 1.514 5.242  0.23
H: -0.393 2.439 4.718  0.21
H: 1.611 0.435 5.785  0.25
H: 1.827 -0.531 4.277  0.20
H: 1.681 1.237 4.188  0.21
H: -1.763 -0.877 5.528  0.23
H: -0.312 -1.868 5.185  0.22
H: -0.310 -0.664 6.497  0.24

The highest occupied orbital energy (spin up / spin down) comes out at -12.572 / -14.697 eV. As for the spin multiplicity: 5. Its net charge is +2. As for the total energy: -1624.3108 a.u. Its expectation value of S² is 6.021. The calculation puts the gap between HOMO and LUMO (spin up / spin down) at 0.2805 / 0.2292 Ha.

***

# 2
Formula: C19H40OP2Sr
Source: OMol25
Level of theory: wB97M-V/def2-TZVPD

Each line ends with the natural charge from an NBO analysis.
Element x y z (Å)
P: -0.296 -1.493 -3.375  0.88
P: -0.054 1.889 -3.269  1.19
C: -0.527 -0.463 -4.910  -0.73
C: 0.219 0.874 -4.827  -0.72
H: -1.611 -0.332 -5.072  0.22
H: -0.132 -1.061 -5.746  0.21
H: 1.308 0.762 -4.965  0.23
H: -0.137 1.529 -5.637  0.22
C: -1.633 2.657 -3.750  -0.97
H: -1.953 3.397 -3.004  0.24
H: -2.406 1.889 -3.893  0.24
H: -1.441 3.162 -4.705  0.22
C: 1.174 3.189 -3.523  -0.98
H: 0.798 3.809 -4.347  0.23
H: 2.131 2.740 -3.823  0.24
H: 1.306 3.799 -2.621  0.26
C: -1.389 -2.904 -3.715  -0.96
H: -1.373 -3.572 -2.843  0.24
H: -1.024 -3.437 -4.604  0.21
H: -2.412 -2.539 -3.890  0.24
C: 1.375 -2.150 -3.767  -0.96
H: 2.122 -1.346 -3.859  0.24
H: 1.307 -2.688 -4.722  0.21
H: 1.681 -2.850 -2.978  0.24
Sr: -1.693 -0.225 3.153  0.05
C: 0.803 1.997 -0.578  -0.42
C: -0.441 1.793 -1.251  -0.33
C: -1.326 0.529 -1.130  -0.48
C: -1.025 -0.464 0.019  -0.50
C: -0.215 -1.655 -0.464  -0.19
C: 1.089 -1.544 -0.787  -0.18
C: 1.639 -0.240 -1.203  -0.49
C: 1.642 0.897 -0.119  -0.42
C: 0.399 -2.013 4.590  -0.29
H: 1.038 3.015 -0.256  0.20
H: -1.050 2.716 -1.289  0.23
H: -1.322 -0.045 -2.108  0.23
H: -2.388 0.865 -1.052  0.22
H: -0.498 0.087 0.819  0.22
H: -1.997 -0.821 0.410  0.21
H: -0.711 -2.627 -0.396  0.21
H: 1.764 -2.400 -0.892  0.20
H: 1.024 0.125 -2.064  0.22
H: 2.657 -0.339 -1.598  0.21
H: 1.432 0.511 0.896  0.18
H: 2.682 1.264 -0.038  0.21
H: 1.066 -2.193 5.441  0.19
H: 1.022 -1.926 3.688  0.21
H: -0.302 -2.857 4.528  0.21
C: 1.312 0.190 6.325  -0.65
C: -0.178 -0.115 6.101  0.29
C: -0.758 -1.077 7.149  -0.65
C: -1.016 1.153 5.947  -0.68
O: -0.339 -0.793 4.789  -0.71
H: 1.449 0.771 7.253  0.23
H: 1.730 0.775 5.496  0.23
H: 1.897 -0.729 6.447  0.21
H: -0.724 -0.628 8.153  0.22
H: -1.807 -1.301 6.906  0.23
H: -0.187 -2.014 7.168  0.21
H: -0.631 1.803 5.133  0.24
H: -2.092 0.910 5.787  0.23
H: -0.974 1.747 6.872  0.24

The highest occupied orbital energy comes out at -3.664 eV. As for the total energy: -1536.2991 a.u. The calculation puts the gap between HOMO and LUMO at 0.1563 Ha.